[1]
128
Properties=species:S:1:pos:R:3:forces:R:3:lowdin_charge:R:1 method="wB97M-V/def2-TZVPD" charge=+1 gap_ev=6.46 homo_energy_ev=-10.46 total_energy_ev=-71781.59722
C -2.5122 0.8628 5.8050 -0.33 -0.74 0.13 -0.030
O -5.8589 3.0719 -0.0949 -0.14 0.61 -0.03 -0.087
H -7.4268 4.1019 0.6897 0.33 0.09 -0.03 0.096
H 0.9105 -2.5961 0.8583 0.08 -0.05 0.00 0.088
C -0.9043 -2.6189 2.9827 -0.41 0.52 0.88 -0.042
H -5.3616 2.0886 3.2026 0.23 -0.15 0.18 0.091
C -3.3924 1.2193 3.4808 0.59 0.29 -0.17 -0.511
C 0.7402 -0.0349 5.9055 -0.68 0.35 0.07 -0.049
C 3.5715 1.8916 2.1346 -2.05 -0.94 0.19 0.074
H -4.8168 -2.6455 3.8478 0.19 -0.15 -0.09 0.093
C 1.1694 1.4050 2.4364 0.59 1.66 1.06 -0.161
O 4.7615 2.7084 5.3735 -0.09 -0.61 -2.49 0.056
H -0.1087 4.0327 2.1994 0.33 0.05 -0.44 0.124
C 2.4013 2.6502 4.1430 -1.05 -0.97 -0.67 0.041
H -2.1659 -2.1182 7.3700 -0.26 0.13 -0.25 0.120
H -4.0406 1.0803 1.4318 0.01 -0.24 0.19 0.075
H -2.6808 0.0011 1.7898 -0.27 0.18 -0.21 0.062
C 1.4746 4.9088 0.9759 -1.15 -0.75 0.15 -0.041
H -1.2061 -1.1149 -0.4193 0.38 0.08 -0.39 0.133
H 3.0175 0.5407 7.1683 0.01 -0.22 0.00 0.091
C 0.5014 3.9376 1.2907 0.53 0.04 0.03 -0.046
H -4.4124 -4.3760 3.8282 0.06 0.25 -0.13 0.099
C 0.4092 2.8029 0.4827 0.25 -0.32 -0.39 -0.136
H 1.1003 -3.4534 3.2289 0.28 -0.43 0.00 0.143
C 1.0229 1.3522 -1.2439 -0.40 0.06 -0.36 -0.125
H -4.8541 -4.2076 6.1480 0.13 0.12 -0.06 0.097
H -1.8533 -4.2921 6.4711 -0.07 -0.04 -0.25 0.092
C -4.2865 -3.2764 6.2591 -0.08 0.26 0.17 -0.047
C 4.0997 -0.4777 4.8332 0.88 -0.35 -0.27 -0.037
H 3.5885 -1.4959 -1.0809 0.12 -0.07 0.30 0.092
C 4.6486 -1.3787 2.6910 0.42 0.50 0.57 -0.023
C -2.2234 -1.4042 6.5499 -0.88 1.09 -0.02 -0.049
C 2.7048 -0.5091 7.2395 0.20 -0.05 0.00 -0.054
H 3.5821 -1.1350 7.4419 -0.12 0.14 -0.07 0.095
C -3.5725 3.8570 0.1158 -0.18 -1.03 -0.83 -0.014
C -0.1685 0.8839 1.8936 -1.71 -1.25 7.70 -0.113
N 0.9024 -1.3394 3.0405 -1.74 1.41 -1.00 0.075
C -0.4365 -0.5761 -0.9909 0.56 0.31 -0.20 -0.068
C 1.5849 0.8349 -2.4003 -0.14 0.20 0.04 0.003
C 1.6341 -1.8751 0.4812 -0.52 0.10 -0.41 -0.063
C -2.6705 2.5616 3.3459 0.20 0.54 -0.32 -0.037
H 1.5097 -0.8015 -3.8074 -0.20 0.23 0.48 0.118
N 4.7964 2.4289 4.1447 3.71 0.94 2.29 -0.306
C 2.3578 1.3293 1.6577 0.25 0.98 0.94 0.011
C -2.7578 1.3410 -0.7765 -0.16 -0.25 1.05 -0.030
H -1.5876 2.4420 3.1733 -0.68 0.41 0.08 0.049
H 3.8043 -0.2181 0.1210 0.20 -0.28 -0.15 0.074
H 0.8908 -2.4409 7.1681 0.15 0.06 -0.22 0.095
O 5.8730 2.1588 3.5588 -2.41 0.51 0.82 0.066
C -4.0867 1.7141 -0.9218 0.15 0.91 0.17 -0.002
C -3.2016 -3.2130 5.1599 0.74 -0.26 0.05 -0.533
C 5.0635 -0.7413 3.8567 -0.67 -0.21 -0.13 -0.030
H -6.1133 5.1786 0.0880 -0.09 -0.37 0.16 0.096
H 1.5966 -1.9603 -0.6058 0.18 -0.06 0.27 0.078
H 2.7364 -4.1165 1.6440 0.14 0.07 -0.13 0.080
H 2.9705 5.5619 -0.3966 -0.27 -0.42 -0.03 0.115
H -4.7890 2.1730 4.8878 -0.03 -0.17 -0.19 0.089
C 0.0706 0.6331 -0.5107 -0.22 0.63 -1.20 -0.143
H 2.3100 0.9137 0.6540 0.15 0.03 0.47 0.100
H 2.6882 3.5595 -1.9390 0.10 0.19 0.31 0.118
C -2.1677 -0.9310 4.2096 -0.95 0.56 0.53 -0.069
C 0.1083 -1.0756 -2.1896 -0.60 0.41 0.47 -0.074
H -2.7301 3.1257 4.2831 -0.22 -0.04 -0.17 0.094
C -4.5244 2.9093 -0.3077 -0.29 0.48 0.56 -0.285
H 3.2259 -3.9916 -0.0550 0.04 0.16 0.18 0.099
H -3.8400 4.8806 0.3636 0.06 -0.25 -0.06 0.117
C -1.8869 2.0652 0.0763 0.39 0.14 -0.48 -0.077
H -0.3082 -1.9920 -2.5922 0.22 -0.01 -0.05 0.114
C 3.5756 2.3780 3.4453 -1.46 -0.24 -0.86 -0.171
C -2.4401 -1.8655 5.2424 0.23 -0.22 0.73 -0.093
C 2.1240 3.6731 -1.0147 -0.54 -0.25 -0.07 0.004
C 2.3207 -1.0973 3.3322 1.14 -1.17 0.00 -0.073
C 3.0446 -2.0694 0.9617 0.08 0.10 0.22 -0.507
C 3.3843 -3.5679 0.9465 0.11 -0.09 0.07 -0.019
C 1.9289 -0.9567 5.9814 0.16 0.59 -0.16 -0.504
H 4.9785 -1.5521 0.0272 -0.22 0.11 -0.06 0.085
H -5.9166 4.2922 1.6499 -0.06 -0.09 -0.42 0.089
H 1.0590 1.0043 5.7792 -0.08 -0.28 0.12 0.079
H -2.1586 0.3089 7.8710 0.07 -0.09 -0.36 0.121
C -2.2618 -0.0369 6.8394 0.55 -0.08 -0.01 -0.076
C -6.3440 4.2484 0.6324 0.45 -0.63 -0.49 -0.039
N -1.3566 -1.2895 3.0250 1.06 0.83 -1.79 0.081
C -2.2493 3.4302 0.1897 -0.05 -0.32 1.11 -0.033
H -2.7304 -5.3188 5.3105 0.16 0.09 0.09 0.097
C -2.5995 0.3937 4.4826 0.04 -0.08 0.50 -0.118
H 1.5551 5.7738 1.6322 0.18 -0.14 -0.28 0.113
C 1.1130 -0.3808 -2.8726 0.02 -0.51 -0.40 -0.065
H -1.2609 1.2753 2.2811 3.06 -0.47 0.91 0.167
C -3.5997 0.4279 2.1895 -0.13 0.18 -0.31 -0.023
H -2.6886 1.9161 6.0260 -0.19 -0.36 -0.09 0.119
H -4.2803 -0.4250 2.3591 0.18 0.33 0.05 0.106
C 1.1813 2.1480 3.6424 0.80 -0.20 -0.81 -0.019
H -1.3552 -4.3228 4.7754 -0.12 -0.18 0.20 0.061
H 2.3107 -3.0767 6.3051 -0.17 0.11 -0.01 0.102
C -4.8108 1.5463 3.9873 -0.10 -0.23 0.41 -0.020
C -2.2238 -4.3541 5.4391 0.06 -0.48 -0.14 -0.037
C 3.2910 -1.4923 2.3793 0.20 -0.25 -0.41 -0.100
H 0.8002 -2.7462 5.4292 0.04 0.02 0.20 0.053
H 1.2715 -0.8741 0.7284 0.29 -0.51 -0.28 0.060
H 4.4496 -0.0572 5.7745 -0.22 -0.27 -0.24 0.106
H 4.4247 -3.7549 1.2399 -0.20 0.04 -0.08 0.089
H -4.9917 -2.4422 6.1582 0.14 -0.12 0.07 0.098
H 0.1625 -0.1008 6.8324 0.16 0.03 -0.21 0.081
H 0.0731 -0.3034 5.0782 0.10 0.22 0.39 0.068
H 2.4246 3.1617 5.0827 0.17 0.06 0.36 0.123
H -2.4549 0.4037 -1.2247 -0.07 0.09 0.16 0.099
C 1.1989 2.6913 -0.6666 0.24 -0.29 0.45 -0.121
H 2.0502 -0.5838 8.1195 0.05 -0.05 -0.32 0.096
C -3.9862 -3.3646 3.8569 -0.07 -0.06 -0.10 -0.040
C 0.4126 -2.6539 3.1023 0.34 1.39 0.07 -0.038
H -3.4008 -3.2044 2.9531 -0.16 -0.05 -0.07 0.063
H 5.4224 -1.7303 2.0042 -0.47 0.17 0.12 0.119
H 0.2287 2.3152 4.1596 0.57 -0.03 -0.06 0.119
H -3.8797 -3.2641 7.2756 -0.08 -0.01 -0.25 0.082
H -3.1001 3.1483 2.5296 0.10 0.05 0.28 0.078
C 3.9159 -1.2964 -0.0503 0.28 0.06 -0.13 -0.027
H -1.5945 -3.4139 3.0303 -0.35 -0.49 0.14 0.095
H -5.3673 0.6264 4.2136 0.10 0.20 -0.02 0.096
C 2.2476 4.7666 -0.1761 0.62 0.88 0.05 -0.067
H 4.4619 1.8905 1.5406 0.36 -0.26 -0.06 0.127
H 6.1066 -0.4903 4.0311 -0.19 -0.14 -0.02 0.119
H -1.5403 4.1962 0.4771 -0.08 -0.30 0.16 0.102
C 1.4571 -2.3898 6.2272 0.15 -0.36 -0.16 -0.023
C 2.7680 -0.8392 4.6658 -0.65 0.39 0.48 -0.055
H 2.3095 1.4429 -2.9356 -0.02 -0.33 -0.11 0.118
H -4.7903 1.0952 -1.4631 0.00 0.02 0.07 0.126
C -0.1943 -0.4721 2.6636 0.40 -3.28 0.12 0.065
C -0.4415 1.4869 0.6385 -0.80 1.93 -7.36 -0.208

[2]
123
Properties=species:S:1:pos:R:3:forces:R:3:lowdin_charge:R:1 method="wB97M-V/def2-TZVPD" gap_ev=8.32 homo_energy_ev=-8.52 total_energy_ev=-80418.17461
O 2.9998 4.9419 -1.3565 1.33 -1.14 -0.68 -0.059
H -4.2588 3.4214 2.6989 -3.30 1.31 -1.53 0.047
H -3.1123 0.5436 -2.4529 0.66 0.06 -0.61 0.090
N 2.0220 1.3194 -5.3670 -2.45 0.83 -3.78 0.184
H -3.1953 0.0110 1.6146 0.20 -0.48 0.30 0.058
N -3.1129 -4.6496 -1.7440 2.58 -4.44 0.20 0.128
N 3.3768 0.9881 -3.6815 0.34 -0.43 1.60 0.162
H -3.2188 -3.0618 3.2192 0.12 -0.15 1.36 0.088
H 0.1517 2.6240 -3.4965 0.34 -0.44 -0.06 0.034
H -1.3498 0.8723 -0.1319 0.10 -0.02 0.01 0.096
N -3.2837 1.3613 -1.8821 -0.35 -1.58 -0.58 0.203
C -0.1306 1.0077 3.8695 0.73 -3.73 -3.61 -0.527
H -1.4577 2.4275 3.4193 1.64 -0.64 1.71 0.079
H 1.4029 3.6320 -1.9914 0.31 0.57 -0.41 0.066
H 2.3373 0.9309 -1.0249 -0.28 -0.07 0.20 0.090
H -1.9288 3.9410 -1.1644 0.73 -0.48 -1.45 0.145
H -3.9926 -2.3391 -1.1345 -0.09 -0.96 -1.12 0.078
C 2.5410 -1.5529 2.7044 0.12 0.11 6.49 -0.582
C 4.5308 1.4780 2.5794 -0.38 -1.08 -2.12 -0.056
H 0.5273 1.1459 0.7883 0.45 -0.20 -0.30 0.057
H -4.8582 -2.3492 -2.5671 -0.98 1.12 -0.76 0.100
H -1.1451 2.5300 -1.7054 0.60 0.22 -0.51 0.083
O 0.2434 3.4566 1.6374 1.04 0.12 0.01 -0.135
N 3.7718 -1.5803 2.2547 4.09 -0.20 3.09 0.149
H 5.1441 2.3190 2.7101 0.56 1.60 0.12 0.056
H 1.1077 1.6280 -5.7400 1.02 -0.56 0.15 0.144
H -3.8079 1.9027 3.4067 0.23 1.16 0.55 0.112
C -4.0128 1.0221 -0.8401 -1.31 -6.47 -1.15 -0.608
C -3.1568 -0.8284 2.3379 0.60 0.92 -1.18 -0.069
H 0.4400 0.8055 5.8682 -0.01 -0.35 -1.20 0.137
H 2.4644 1.0496 1.7636 0.74 -0.37 0.03 0.089
O 2.5374 -5.7856 -0.2155 -0.46 6.44 3.10 -0.183
H -3.0908 2.3001 1.2555 1.02 0.48 1.23 0.070
C 3.2046 1.8550 1.8940 0.14 -0.36 1.06 -0.296
C -0.6265 -1.1718 -0.1453 -2.23 0.48 -0.33 -0.059
H 2.7621 1.0394 -6.0165 -0.60 0.36 0.57 0.140
N -0.9791 -3.2756 -2.9941 -0.47 -3.56 1.98 0.161
O -0.1232 0.4511 2.5750 -0.01 2.85 5.57 -0.140
H -2.1137 -0.9943 2.6092 -0.04 0.39 0.26 0.068
O -2.0830 -1.1449 -3.0282 5.84 -3.83 -1.78 -0.162
N 2.8701 -1.4934 -0.9522 0.59 -3.13 0.61 0.191
N 0.4809 0.4372 4.9071 -0.29 0.72 0.38 0.194
H 3.2889 2.3188 0.9142 0.61 0.09 -0.17 0.083
H 0.5434 -4.1474 0.5781 -0.36 -0.12 0.03 0.043
O 2.6191 2.7641 2.7810 0.31 0.93 0.74 -0.069
C 0.4825 4.7700 1.1418 2.04 -1.51 -0.80 -0.109
H 3.4192 0.7779 -2.6373 0.36 0.23 -1.70 0.036
H 1.6926 2.5854 2.7837 -1.12 0.31 -0.11 0.019
H 2.3794 5.6003 -1.2008 -1.66 2.04 0.46 0.039
N -1.4766 3.4481 -1.9744 -2.52 0.33 5.27 0.128
H -0.6675 -1.2246 0.9607 0.31 0.06 -0.73 0.053
N 1.7389 -1.4271 1.7051 -4.48 1.58 -2.25 0.122
H 1.0598 -0.3187 4.6856 1.46 -1.76 -0.15 0.033
H 4.0938 1.2939 -1.0399 -1.27 0.02 0.43 0.157
O -1.3044 -4.1596 0.3950 -0.22 0.64 -0.33 -0.201
H 0.1408 5.5069 1.7809 -1.36 1.55 1.23 0.057
H 5.1203 0.8358 1.9141 -0.11 -0.27 0.31 0.058
H 1.5925 4.9645 1.1470 -0.96 -0.63 -0.26 0.106
O 2.2389 -1.6780 4.0293 1.01 0.76 -6.01 -0.084
H 0.0894 4.8285 0.1337 -0.05 0.50 -0.25 0.069
H 3.7374 -3.1005 1.3230 0.02 -0.64 -0.06 0.056
C -3.4599 2.9114 3.0486 -1.20 -2.61 1.09 -0.188
H 0.1691 -1.8150 -0.5666 -0.64 0.23 0.21 0.060
H -2.9711 2.2812 -2.1173 -0.12 0.21 -0.20 0.070
H 4.4666 -4.2289 0.2593 1.06 -0.75 -0.23 0.106
H -3.7663 -0.4945 3.1684 -0.04 -0.31 0.50 0.075
N -0.3071 3.4792 -3.7742 1.32 2.56 -3.97 0.153
H -4.7233 -2.0450 1.7472 -1.35 -0.35 -0.26 0.106
N -4.3627 -2.8962 -1.9272 -1.12 4.09 1.87 0.193
H 1.5962 -2.8551 1.1917 -0.79 -2.25 -0.56 0.057
H -2.5130 -4.2539 -1.0204 -0.43 -0.23 0.15 0.063
O 4.9678 -0.7338 -0.1394 -5.46 0.90 -2.88 -0.091
H 0.2645 -0.6026 -3.8610 0.33 -0.91 -0.03 0.094
C -1.1080 4.1660 -3.0013 -2.35 6.52 -2.42 -0.623
C 2.1230 1.1534 -4.0932 -2.10 -0.04 5.33 -0.578
H 0.0009 4.0982 -4.5839 -0.26 -1.69 1.41 0.162
H 4.4028 1.0606 3.5573 -0.41 -0.52 0.39 0.070
H 3.0720 -2.4741 -0.6690 0.25 0.89 -0.18 0.106
H -0.8007 -5.7422 1.6062 0.38 -0.07 0.28 0.091
H 0.8332 -0.9909 1.8718 0.03 -0.15 0.59 0.071
H 2.0473 3.3837 -0.4447 -0.03 -0.53 0.99 0.036
C 2.5099 -4.5139 0.4338 1.14 -7.34 -3.87 -0.571
H -0.6853 3.2768 1.6933 -1.01 0.00 -0.05 0.022
H 2.0332 -1.2511 0.7294 0.32 0.24 1.33 0.081
C -3.6681 -2.0761 1.6745 0.26 0.82 -1.66 -0.317
H -2.8911 -5.5981 -2.1370 -0.19 1.50 0.84 0.160
H 4.1646 1.4080 -4.1622 -0.40 -0.27 -0.01 0.126
O -4.5989 -4.5118 -3.5555 3.00 2.10 4.64 -0.113
H -4.9942 1.7593 0.6843 -1.16 -0.47 0.85 0.112
H -0.6896 2.6035 5.1157 -0.35 -1.58 -2.48 0.179
N -4.3586 1.9845 -0.0257 -0.10 2.73 2.17 0.164
H 4.1591 -1.3253 1.3465 -0.20 0.56 -0.12 0.054
C -3.9975 -4.0025 -2.4459 -3.80 -3.60 -5.63 -0.685
C -0.9535 -1.9921 -3.3094 -6.91 1.54 3.10 -0.571
C 3.7462 -0.5261 -0.7299 5.02 -3.41 2.93 -0.567
O 1.0781 1.1460 -3.1846 4.06 -0.17 -4.07 -0.156
N 1.4693 -3.8445 0.7825 -1.71 1.65 0.86 0.187
H -3.4083 -2.1414 0.5664 -0.17 0.25 1.70 0.085
H -1.9111 -3.7822 1.0772 0.50 -0.70 -0.05 0.067
O -3.1503 -3.2130 2.2949 0.39 -1.16 -0.81 -0.056
H 3.0779 3.0477 -1.8431 -0.27 -0.30 -0.08 0.066
H 4.4171 -1.4535 3.0499 -0.11 -0.42 -0.91 0.150
H -2.0287 -6.1193 0.4530 0.56 0.26 -0.31 0.097
O -1.5975 5.4387 -3.2902 2.62 -6.44 1.75 -0.138
H 0.9868 -2.1961 -3.9049 -0.09 -0.44 0.02 0.120
H -1.8084 -3.6169 -2.4764 0.87 0.45 -1.01 0.047
N 0.1695 -1.6343 -3.7854 2.81 5.01 -1.87 0.179
O -4.4076 -0.2303 -0.6199 1.57 4.84 -0.50 -0.055
H -4.3309 2.9587 -0.2742 -0.08 0.01 -0.41 0.135
H -1.6711 -1.5371 -0.4313 1.61 0.24 -0.15 0.081
C -0.5175 0.3198 -0.5841 -0.17 -1.35 -0.44 -0.275
O 0.7189 0.8175 -0.1210 0.16 0.96 0.71 -0.130
H 1.9654 -1.3449 -1.3207 -0.75 0.65 -0.67 0.083
N -0.8291 2.0506 4.1957 -2.57 4.19 -0.17 0.161
H -0.3132 -5.9285 -0.0599 0.56 0.02 -0.65 0.072
O -2.5762 2.6948 2.0371 1.39 -0.14 -2.65 -0.175
N 3.3065 0.6236 -1.1242 2.10 4.15 0.23 0.129
C -1.0794 -5.5495 0.5777 -2.10 -0.63 1.32 -0.129
H -3.2070 3.6268 3.7816 1.51 0.18 1.28 0.088
C 2.3295 3.7104 -1.4177 0.38 -0.47 -0.33 -0.160
H -0.1510 -3.9504 -2.7948 -1.64 2.26 -0.90 0.172
H -0.5518 0.4682 -1.6912 -0.05 -0.46 0.88 0.082
N 3.6464 -3.8507 0.6414 1.03 0.52 0.02 0.139